Entry 1:
The following is a DFT calculation (ωB97M-V/def2-TZVPD) of a structure of composition C34H28AsCl3HfN5O3S2.

XYZ file:
```
77
Properties=species:S:1:pos:R:3:lowdin_charge:R:1
Hf 0.280 -0.153 -0.228 1.502
As 0.045 -1.510 -4.134 0.800
Cl -1.313 -0.458 2.178 0.840
Cl -0.178 -3.735 6.310 0.706
Cl 3.347 -3.126 2.283 0.748
S 1.281 -1.383 -2.396 0.282
S 5.088 0.805 -0.034 1.132
O 0.923 4.022 -0.940 0.086
O 1.262 -1.376 1.148 -0.344
O -3.900 -0.754 -1.202 0.080
N -1.694 -0.042 -1.178 -0.059
N 2.622 0.455 -0.659 -0.122
N -0.030 1.908 -0.848 -0.044
N -0.924 -2.316 -0.219 -0.022
N 1.081 1.491 1.488 0.014
C 5.232 2.337 -2.392 -0.072
C -2.722 -0.901 -0.933 -0.510
C 1.481 -3.318 4.227 -0.111
C -1.961 3.234 -3.775 -0.084
C 2.429 3.462 2.908 -0.020
C -0.633 -2.159 4.171 -0.108
C -3.121 -3.242 -0.100 0.025
C -2.919 1.183 -2.972 -0.034
C -2.246 -2.207 -0.366 -0.243
C 2.511 1.720 -2.822 -0.054
C 2.218 2.209 3.460 -0.021
C 4.566 2.808 -3.500 -0.063
C 3.167 1.245 -1.681 -0.321
C 0.987 -2.667 -5.343 -0.247
C -1.703 -2.261 -3.867 -0.208
C 1.950 3.716 1.634 0.032
C 1.276 2.706 0.970 -0.187
C 3.216 2.498 -3.711 -0.052
C -0.931 2.086 -1.925 -0.231
C -1.218 -4.583 0.440 -0.020
C 1.824 -2.755 3.009 -0.579
C 0.960 -1.897 2.317 -0.513
C -2.592 -4.452 0.321 -0.022
C 3.534 0.162 0.225 -0.455
C 0.254 -3.024 4.795 -0.667
C 4.519 1.548 -1.490 -0.449
C -1.896 1.073 -2.031 -0.237
C -0.956 3.158 -2.818 -0.018
C 1.550 1.253 2.715 -0.115
C 0.707 2.958 -0.393 -0.465
C -0.415 -3.488 0.172 -0.119
C -0.257 -1.620 2.957 -0.530
C -2.942 2.265 -3.844 -0.086
C -0.146 0.195 -5.003 -0.212
H 2.566 1.964 4.454 0.117
H -1.622 -3.169 -3.274 0.047
H 2.073 4.667 1.137 0.129
H -1.977 4.077 -4.455 0.108
H -3.738 2.345 -4.572 0.108
H 1.392 0.265 3.121 0.097
H 1.991 -2.271 -5.478 0.044
H -3.243 -5.288 0.541 0.120
H 3.316 -0.468 1.075 0.051
H -3.695 0.438 -3.013 0.101
H -2.331 -1.530 -3.367 0.014
H 1.470 1.497 -2.991 0.062
H 0.468 -2.695 -6.300 0.048
H 5.090 3.424 -4.219 0.113
H -0.725 0.072 -5.918 0.057
H 0.663 -3.538 0.252 0.114
H -1.582 -1.910 4.624 0.116
H 6.277 2.565 -2.230 0.115
H 1.045 -3.667 -4.921 0.045
H 2.171 -3.984 4.725 0.115
H -0.659 0.884 -4.334 0.002
H 0.846 0.574 -5.243 0.042
H -4.181 -3.076 -0.237 0.129
H 2.712 2.891 -4.585 0.113
H -2.138 -2.497 -4.838 0.055
H -0.768 -5.518 0.744 0.117
H -0.209 3.928 -2.755 0.101
H 2.953 4.229 3.463 0.121
```

## Properties
LUMO energy (eV): -2.637
Net charge: +1



Entry 2:
The following is a DFT calculation (ωB97M-V/def2-TZVPD) of a structure of composition C34H28BrN8O6PdS3.

XYZ file:
```
81
Properties=species:S:1:pos:R:3:lowdin_charge:R:1
Pd 1.054 -0.474 -0.179 0.901
Br 2.564 -2.171 -1.515 0.935
S 2.004 -0.331 1.910 0.729
S -2.637 0.168 5.316 0.662
S -0.619 -1.000 3.437 1.042
O -1.393 -2.242 -1.056 0.045
O -0.487 0.587 0.297 -0.262
O 0.114 -2.015 0.599 -0.275
O -4.305 -6.036 0.954 0.043
O -3.087 -6.957 2.685 0.049
O 0.160 2.988 1.069 -0.019
N 3.823 2.843 -0.115 0.157
N -1.085 0.265 -1.990 0.029
N 0.607 1.243 3.437 0.030
N 0.136 -0.369 -2.118 -0.070
N 2.964 3.394 2.012 0.227
N 4.879 4.368 1.182 0.192
N 2.232 1.091 -0.699 0.049
N -0.428 1.362 4.290 -0.139
C 0.336 -1.194 -3.063 -0.137
C -1.264 0.274 4.441 -1.090
C -0.621 2.641 4.911 -0.224
C 0.274 -1.601 -7.372 -0.061
C 0.841 -1.558 -6.109 -0.043
C 0.658 0.054 2.923 -1.033
C -1.176 -5.427 2.527 0.033
C -0.832 5.010 4.697 -0.071
C 2.958 1.934 -0.358 -0.300
C 1.530 -2.015 -3.134 -0.537
C 0.190 -2.805 -8.057 -0.061
C -0.950 5.115 6.075 -0.077
C 0.591 4.611 -0.577 -0.016
C 0.696 -3.966 -7.487 -0.060
C -1.420 -3.770 0.770 -0.139
C 3.857 3.518 1.033 -0.467
C -0.907 -2.603 0.001 -0.526
C 0.099 3.356 -0.248 -0.275
C 0.090 4.210 -2.891 -0.076
C 1.328 -2.726 -5.518 -0.223
C 1.274 -3.925 -6.232 -0.025
C -3.134 -5.354 1.111 -0.197
C -2.672 -4.288 0.393 0.084
C -0.692 -4.329 1.813 -0.030
C -0.731 2.728 6.288 -0.034
C -0.408 2.511 -1.238 -0.124
C -0.409 2.963 -2.554 -0.029
C -0.669 3.767 4.104 -0.012
C -1.051 1.186 -0.880 -0.324
C -4.331 -7.030 1.979 -0.109
C -0.898 3.977 6.867 -0.063
C 1.929 -2.740 -4.182 -0.066
C 0.589 5.037 -1.894 -0.068
C -2.404 -5.912 2.154 -0.206
H 0.954 -0.606 -5.606 0.117
H -1.086 6.085 6.534 0.107
H 5.022 4.890 2.027 0.120
H -0.108 2.049 1.131 0.052
H 0.972 6.018 -2.139 0.109
H -0.814 2.318 -3.321 0.109
H 0.647 -4.902 -8.027 0.112
H -0.584 3.667 3.029 0.091
H -4.430 -8.016 1.527 0.140
H 0.079 4.538 -3.921 0.105
H 2.764 -3.419 -4.044 0.118
H -0.693 1.835 6.894 0.108
H -3.228 -3.853 -0.424 0.134
H -5.149 -6.821 2.670 0.141
H -0.989 4.058 7.942 0.111
H 0.268 -3.906 2.073 0.111
H 1.674 -4.829 -5.790 0.120
H -0.407 -1.337 -3.844 0.152
H -0.252 -2.835 -9.044 0.112
H -2.096 1.356 -0.592 0.183
H 2.096 2.891 1.869 0.067
H -0.089 -0.690 -7.829 0.112
H 3.044 3.934 2.856 0.128
H -0.617 -5.874 3.336 0.125
H 5.587 4.385 0.469 0.124
H 0.965 5.244 0.218 0.118
H -1.813 -0.436 -1.883 0.126
H -0.882 5.896 4.078 0.106
```

## Properties
LUMO energy (alpha / beta) (eV): -4.991 / -4.991
Net charge: +1



Going through the records in order, we get energy above the lowest of the compared OMol25 structures with the same formula, charge and spin values of 0.0, 0.0 kcal per mole.